The following is a DFT calculation (ωB97M-V/def2-TZVPD) of a structure of composition C47H50N5O7W at a distorted geometry.

```
! wB97M-V def2-TZVPD RIJCOSX def2/J DEFGRID3
* xyz 1 1
W 0.456 0.716 -0.793
O -0.178 -3.670 -1.286
C -0.939 -3.668 -2.405
C -1.220 -4.903 -2.986
C -2.005 -4.980 -4.116
C -2.522 -3.823 -4.700
C -2.237 -2.597 -4.147
C -1.443 -2.497 -2.995
C -1.098 -1.173 -2.478
O -0.451 -1.053 -1.328
N -1.336 -0.127 -3.198
N -0.804 1.003 -2.622
C -1.241 2.115 -3.107
C -0.820 3.400 -2.629
C -1.529 4.557 -2.969
C -1.185 5.774 -2.421
C -0.122 5.846 -1.525
C 0.615 4.719 -1.206
C 0.289 3.489 -1.769
O 1.036 2.402 -1.544
H -0.121 -2.767 -0.932
H -0.812 -5.790 -2.520
H -2.227 -5.946 -4.549
H -3.138 -3.888 -5.586
H -2.618 -1.685 -4.582
H -1.997 2.052 -3.884
H -2.366 4.478 -3.653
H -1.738 6.666 -2.680
H 0.139 6.796 -1.078
H 1.458 4.773 -0.529
O 4.644 3.160 0.905
C 3.608 2.450 0.492
O 3.559 1.894 -0.574
C 2.514 2.297 1.499
C 2.732 2.399 2.852
C 1.748 1.919 3.715
C 0.605 1.362 3.205
C 0.394 1.405 1.824
N 1.338 1.878 0.993
C -0.644 0.774 1.031
O -2.359 1.760 2.732
O -1.136 1.417 -0.054
H 5.331 3.177 0.226
H 3.671 2.780 3.225
H 1.908 1.961 4.785
H -0.160 0.929 3.835
C 3.401 -2.699 3.056
C 3.473 -1.328 2.375
C 4.570 -0.485 3.043
C 3.737 -1.441 0.879
C 4.992 -1.895 0.479
C 5.379 -1.907 -0.844
C 4.505 -1.425 -1.802
C 3.240 -0.981 -1.454
C 2.337 -0.516 -2.582
C 1.892 -1.713 -3.419
C 2.928 0.578 -3.470
C 2.820 -1.038 -0.109
N 1.473 -0.691 0.211
C 0.793 -1.578 1.063
C -0.430 -1.450 1.623
N -1.295 -0.355 1.518
C -2.710 -0.355 1.725
C -3.562 -1.401 1.347
C -4.912 -1.310 1.688
C -5.426 -0.194 2.310
C -4.598 0.866 2.634
C -3.244 0.788 2.364
C -2.855 3.088 2.961
C -1.712 3.880 3.571
C -3.352 3.716 1.665
C -3.110 -2.631 0.581
C -4.049 -2.922 -0.593
C -3.030 -3.847 1.511
H 3.205 -2.582 4.123
H 4.346 -3.233 2.942
H 2.613 -3.324 2.634
H 2.524 -0.814 2.528
H 5.525 -1.010 3.049
H 4.303 -0.273 4.081
H 4.711 0.460 2.518
H 5.687 -2.241 1.234
H 6.358 -2.268 -1.129
H 4.809 -1.407 -2.841
H 1.411 -0.037 -2.145
H 2.743 -2.051 -4.010
H 1.085 -1.450 -4.104
H 1.576 -2.543 -2.788
H 3.851 0.232 -3.933
H 3.141 1.475 -2.898
H 2.223 0.822 -4.266
H 1.302 -2.512 1.257
H -0.790 -2.259 2.242
H -5.577 -2.124 1.436
H -6.481 -0.138 2.544
H -5.012 1.741 3.115
H -3.670 3.053 3.689
H -0.880 3.954 2.869
H -1.362 3.396 4.483
H -2.055 4.884 3.816
H -2.545 3.746 0.931
H -3.698 4.733 1.853
H -4.176 3.140 1.244
H -2.121 -2.446 0.168
H -5.052 -3.172 -0.247
H -3.676 -3.770 -1.169
H -4.123 -2.061 -1.259
H -4.013 -4.064 1.932
H -2.345 -3.669 2.342
H -2.689 -4.725 0.961
*
```

Output
Highest occupied orbital energy = -9.789 eV


The following is a DFT calculation (ωB97M-V/def2-TZVPD) of a cluster of 3 separate species, C47H51BN2O11 in total at a distorted geometry.

```
! wB97M-V def2-TZVPD RIJCOSX def2/J DEFGRID3
* xyz 0 1
C -0.223 -4.004 5.963
C -1.288 -4.807 5.139
C -0.963 -4.694 3.639
C -1.477 -3.384 3.013
C -0.767 -2.988 1.729
C -0.857 -3.988 0.576
O -0.161 -5.218 0.825
N -0.815 -6.310 0.190
O -1.266 -7.045 0.969
O -1.654 -1.931 1.243
C -0.863 -0.987 0.609
O -1.020 -0.558 -0.437
C 0.277 -0.732 1.667
N 1.213 0.133 0.953
C 1.857 1.152 1.770
C 3.115 1.714 1.069
C 4.356 0.821 1.238
B -0.594 0.006 2.822
O -1.581 0.841 2.329
C -0.318 -0.159 4.369
C 0.272 1.194 4.910
C 0.595 -2.228 1.929
C 1.787 -2.880 1.220
C 3.083 -2.369 1.913
C 3.473 -3.279 3.085
C 4.589 -4.288 2.765
O 5.564 -3.810 1.821
C 6.551 -3.107 2.376
O 6.443 -2.419 3.316
H -0.736 -3.339 6.658
H 0.399 -4.685 6.536
H 0.371 -3.414 5.266
H -2.297 -4.458 5.358
H -1.172 -5.851 5.423
H 0.121 -4.759 3.525
H -1.447 -5.526 3.133
H -2.546 -3.509 2.838
H -1.364 -2.588 3.754
H -0.504 -3.496 -0.336
H -1.914 -4.222 0.430
H 1.873 -0.374 0.377
H 1.208 2.022 1.905
H 2.199 0.791 2.753
H 2.886 1.914 0.020
H 3.319 2.684 1.525
H 4.236 -0.051 0.597
H 4.448 0.536 2.283
H 5.238 1.372 0.921
H -2.462 0.512 2.555
H -1.258 -0.401 4.870
H 0.439 -0.930 4.505
H 1.338 1.060 5.074
H 0.142 2.012 4.205
H -0.206 1.422 5.859
H 0.800 -2.451 2.987
H 1.783 -2.531 0.180
H 1.773 -3.965 1.266
H 2.839 -1.396 2.333
H 3.875 -2.219 1.186
H 2.607 -3.809 3.491
H 3.839 -2.650 3.896
H 5.113 -4.493 3.700
H 4.176 -5.231 2.416
H 7.527 -3.204 1.882
C 1.582 9.252 -0.892
C 0.524 9.767 -1.636
C -0.591 8.987 -1.890
C -0.651 7.684 -1.412
C 0.420 7.160 -0.685
C 1.530 7.952 -0.419
C 0.395 5.751 -0.205
O 1.326 5.296 0.431
C -0.789 4.913 -0.529
C -0.806 3.581 -0.138
C -1.905 2.790 -0.419
C -3.000 3.329 -1.087
C -2.989 4.656 -1.485
C -1.881 5.450 -1.216
C -1.866 6.864 -1.678
O -2.817 7.339 -2.264
H 2.449 9.866 -0.687
H 0.572 10.780 -2.015
H -1.416 9.389 -2.464
H 2.354 7.549 0.155
H 0.043 3.159 0.383
H -1.908 1.751 -0.116
H -3.863 2.709 -1.301
H -3.838 5.074 -2.009
C -1.509 -0.489 -9.557
C -1.313 0.813 -9.105
C -1.526 1.125 -7.773
C -1.946 0.140 -6.887
C -2.165 -1.161 -7.346
C -1.935 -1.472 -8.680
C -2.661 -2.219 -6.424
O -2.847 -3.351 -6.823
C -2.931 -1.856 -5.007
C -3.447 -2.815 -4.144
C -3.690 -2.493 -2.819
C -3.411 -1.214 -2.348
C -2.902 -0.253 -3.205
C -2.669 -0.566 -4.537
C -2.154 0.487 -5.454
O -1.912 1.604 -5.046
H -1.334 -0.733 -10.597
H -0.992 1.583 -9.794
H -1.368 2.136 -7.419
H -2.092 -2.483 -9.032
H -3.661 -3.810 -4.509
H -4.097 -3.240 -2.149
H -3.594 -0.967 -1.311
H -2.688 0.742 -2.838
*
```

Output
Highest occupied orbital energy = -8.870 eV


Number 1: gap between HOMO and LUMO 5.7987 eV, LUMO energy -3.99 eV. Number 2: gap between HOMO and LUMO 8.1096 eV, LUMO energy -0.76 eV.